14
Properties=species:S:1:pos:R:3:mulliken_charge:R:1 method="wB97M-V/def2-TZVPD" total_charge=0
C -2.41 -0.77 -0.08 -1.1362
C -0.95 -1.17 -0.41 -0.1848
C -0.08 -0.07 -0.09 0.0975
N -0.01 0.93 0.74 -0.6080
C 1.19 0.34 -0.10 0.5997
N 2.37 0.60 -0.31 -0.3048
N 2.98 1.72 0.15 -0.4055
H -2.35 -0.27 0.88 0.3204
H -2.93 -1.65 0.26 0.3845
H -2.95 -0.31 -0.87 0.3126
H -0.62 -1.35 -1.51 0.2265
H -0.74 -2.10 0.17 0.2483
H 2.48 2.34 0.84 0.2267
H 3.98 1.75 0.34 0.2230



14
Properties=species:S:1:pos:R:3:mulliken_charge:R:1 method="wB97M-V/def2-TZVPD" total_charge=0 smiles=Cc1cn(C)nn1
C -2.46 0.13 -0.24 -1.0816
C -1.07 -0.23 0.17 0.3357
C 0.02 0.58 0.25 -0.1988
N 1.07 -0.26 0.38 0.5380
C 2.43 0.06 0.00 -0.8084
N 0.65 -1.53 0.40 -0.6230
N -0.64 -1.52 0.30 -0.3675
H -3.12 -0.74 -0.21 0.3266
H -2.88 0.93 0.38 0.3101
H -2.44 0.50 -1.28 0.2390
H 0.15 1.66 0.19 0.4015
H 2.99 -0.87 -0.06 0.3324
H 2.90 0.75 0.71 0.2674
H 2.40 0.53 -0.99 0.3286



14
Properties=species:S:1:pos:R:3:mulliken_charge:R:1 method="wB97M-V/def2-TZVPD" total_charge=0 smiles=CNc1cc[nH]n1
C -0.63 2.09 -0.33 -0.8602
N -1.04 0.75 -0.67 -0.2420
C -0.34 -0.33 -0.18 0.5336
C 0.98 -0.30 0.40 -0.0518
C 1.21 -1.60 0.73 -0.8435
N 0.12 -2.35 0.36 0.0386
N -0.84 -1.54 -0.23 -0.7613
H 0.38 2.28 -0.71 0.2469
H -1.30 2.80 -0.83 0.3321
H -0.64 2.30 0.75 0.3150
H -2.03 0.58 -0.72 0.2817
H 1.67 0.52 0.48 0.3470
H 2.04 -2.10 1.21 0.4071
H 0.42 -3.09 -0.25 0.2568



14
Properties=species:S:1:pos:R:3:mulliken_charge:R:1 method="wB97M-V/def2-TZVPD" total_charge=0
C -0.75 -2.17 0.31 -0.7963
N 0.08 -1.32 -0.53 -0.1982
C 0.61 -0.19 -0.09 0.1016
N 1.48 0.55 -0.62 0.0751
N 1.48 1.77 -0.94 -0.5635
C -0.33 2.46 0.46 -0.1762
C -0.78 1.38 0.81 -0.6133
H -0.42 -2.05 1.35 0.3188
H -1.81 -1.90 0.24 0.2841
H -0.62 -3.21 0.02 0.3114
H 0.05 -1.51 -1.53 0.2501
H 2.46 2.08 -0.96 0.2058
H -0.05 3.46 0.20 0.4106
H -1.40 0.65 1.27 0.3901



14
Properties=species:S:1:pos:R:3:mulliken_charge:R:1 method="wB97M-V/def2-TZVPD" total_charge=0 smiles=Nc1c[nH]c(N)c1
N 2.45 -0.44 0.20 -0.6087
C 1.12 -0.09 -0.01 0.6472
C 0.75 1.24 -0.29 -0.7938
N -0.66 1.18 -0.34 0.0607
C -1.10 -0.05 -0.03 0.1954
N -2.49 -0.26 0.10 -0.5745
C -0.02 -0.89 0.19 -0.6848
H 3.06 0.33 -0.07 0.2820
H 2.70 -1.25 -0.36 0.2823
H 1.12 1.61 0.68 0.1751
H -1.27 1.95 -0.55 0.2005
H -2.96 -0.36 -0.79 0.2467
H -2.67 -1.07 0.68 0.2351
H -0.04 -1.89 0.60 0.3367



14
Properties=species:S:1:pos:R:3:mulliken_charge:R:1 method="wB97M-V/def2-TZVPD" total_charge=0
C 0.35 -0.39 -1.69 -0.7516
C 1.53 0.57 0.13 -0.2814
N 0.93 -0.47 -0.36 -0.1271
C -1.10 0.09 0.87 -0.0526
N -0.61 1.25 0.95 -0.4580
C -2.38 -0.42 1.17 0.0301
N -3.31 -1.12 1.31 -0.4569
H -0.70 -0.69 -1.67 0.2683
H 0.91 -1.03 -2.36 0.2983
H 0.38 0.64 -2.04 0.2931
H 1.72 1.43 -0.49 0.2624
H 1.94 0.51 1.13 0.2947
H 0.29 -0.97 0.34 0.4757
H -1.20 1.99 1.36 0.2049



14
Properties=species:S:1:pos:R:3:mulliken_charge:R:1 method="wB97M-V/def2-TZVPD" total_charge=0
C 1.37 -1.49 0.67 -0.4135
C 1.82 -0.20 0.54 -0.2397
N -0.93 0.37 0.86 -0.7777
C -1.11 0.73 -0.39 0.8352
N -0.15 0.66 -1.31 -0.8364
C -2.47 1.18 -0.78 0.0382
N -3.56 1.48 -1.03 -0.4205
H 0.83 -0.83 -0.29 0.3266
H 0.52 -1.68 1.32 0.3093
H 1.96 -2.32 0.29 0.2768
H 2.70 0.01 -0.08 0.2703
H 1.26 0.61 1.00 0.3012
H -1.79 0.45 1.39 0.1554
H -0.47 1.03 -2.20 0.1747



14
Properties=species:S:1:pos:R:3:mulliken_charge:R:1 method="wB97M-V/def2-TZVPD" total_charge=0
H -2.83 0.34 -0.81 0.2061
N -1.87 0.51 -0.57 -0.6611
C -1.38 -0.25 0.35 0.5420
C -2.17 -1.15 1.17 0.1088
N -2.82 -1.87 1.79 -0.3659
N -0.04 -0.24 0.53 -0.2235
C 0.64 0.46 -0.55 -0.2779
C 2.08 -0.04 -0.69 -1.2128
H 0.42 -0.94 1.10 0.2572
H -0.24 0.45 -1.31 0.4253
H 0.64 1.53 -0.33 0.2020
H 2.16 -1.13 -0.82 0.3388
H 2.71 0.20 0.19 0.3171
H 2.58 0.42 -1.55 0.3440



14
Properties=species:S:1:pos:R:3:mulliken_charge:R:1 method="wB97M-V/def2-TZVPD" total_charge=0
C 2.33 -0.02 0.20 -0.8224
N 1.09 -0.15 -0.55 -0.2737
C -0.07 -0.22 0.14 0.2232
N -1.71 1.42 -1.43 -0.6963
N -2.25 0.55 -0.77 0.2727
C -1.51 -0.50 -0.01 -0.4335
C -0.78 -0.22 1.25 -0.4403
H 2.39 -0.85 0.91 0.2750
H 3.17 -0.11 -0.49 0.3282
H 2.42 0.92 0.75 0.2850
H 1.01 0.41 -1.38 0.3128
H -3.29 0.45 -0.72 0.2697
H -1.96 -1.48 -0.22 0.3197
H -0.85 -0.18 2.32 0.3799



14
Properties=species:S:1:pos:R:3:mulliken_charge:R:1 method="wB97M-V/def2-TZVPD" total_charge=0
N -2.59 -0.09 -0.69 -0.8256
C -1.32 -0.09 -0.48 0.3208
C -0.24 -0.96 -0.24 -0.8475
C 0.77 -0.18 0.52 0.5994
N 2.21 -0.41 0.36 -0.6751
C 0.41 1.23 0.25 -0.5457
N -0.74 1.25 -0.31 -0.0339
H -2.86 -1.06 -0.66 0.2252
H 0.43 -0.08 1.59 0.2089
H -0.35 -2.04 -0.12 0.2366
H 2.38 -0.33 -0.64 0.3181
H 2.44 -1.39 0.55 0.2728
H 0.96 2.11 0.56 0.4468
H -1.38 2.03 -0.47 0.2990



Energy relative to the best compared isomer or geometry (same formula, charge and spin) / kcal per mole: 96.21; 21.36; 19.25; 125.26; 33.16; 90.42; 100.72; 26.03; 106.66; 57.87
HOMO / eV: -8.3; -9.3; -8.2; -8.2; -7.5; -7.9; -8.0; -9.7; -7.7; -6.8